{
  "formula": "C47H139N7O19",
  "method": "ωB97M-V with the def2-TZVPD basis set",
  "symbols": ["C", "O", "H", "H", "H", "H", "C", "O", "H", "H", "H", "H", "C", "O", "H", "H", "H", "H", "C", "O", "H", "H", "H", "H", "C", "O", "H", "H", "H", "H", "C", "C", "O", "H", "H", "H", "H", "H", "H", "C", "C", "O", "H", "H", "H", "H", "H", "H", "C", "C", "O", "H", "H", "H", "H", "H", "H", "C", "C", "O", "H", "H", "H", "H", "H", "H", "C", "C", "O", "H", "H", "H", "H", "H", "H", "C", "C", "O", "H", "H", "H", "H", "H", "H", "C", "C", "O", "H", "H", "H", "H", "H", "H", "C", "C", "C", "O", "C", "N", "H", "H", "H", "H", "H", "H", "H", "H", "H", "H", "H", "C", "C", "C", "O", "C", "N", "H", "H", "H", "H", "H", "H", "H", "H", "H", "H", "H", "C", "C", "C", "O", "C", "N", "H", "H", "H", "H", "H", "H", "H", "H", "H", "H", "H", "C", "C", "C", "O", "C", "N", "H", "H", "H", "H", "H", "H", "H", "H", "H", "H", "H", "C", "C", "C", "O", "C", "N", "H", "H", "H", "H", "H", "H", "H", "H", "H", "H", "H", "C", "C", "C", "O", "C", "N", "H", "H", "H", "H", "H", "H", "H", "H", "H", "H", "H", "C", "C", "C", "O", "C", "N", "H", "H", "H", "H", "H", "H", "H", "H", "H", "H", "H"],
  "xyz": [[-1.451, 5.397, 1.328], [-1.608, 6.782, 1.201], [-2.415, 4.888, 1.354], [-0.901, 5.045, 0.455], [-0.816, 5.106, 2.164], [-2.195, 7.072, 1.903], [-0.228, -2.539, -6.774], [0.711, -2.510, -7.815], [0.295, -2.174, -5.890], [-1.027, -1.826, -6.978], [-0.575, -3.531, -6.483], [0.865, -3.404, -8.130], [-3.878, 1.368, 4.601], [-4.393, 1.333, 3.332], [-2.815, 1.607, 4.573], [-4.343, 2.174, 5.169], [-3.974, 0.392, 5.077], [-5.349, 1.382, 3.259], [-6.867, -4.153, 3.034], [-7.856, -4.125, 4.093], [-6.141, -4.919, 3.308], [-7.185, -4.373, 2.015], [-6.321, -3.210, 3.006], [-8.185, -5.000, 4.312], [1.792, 4.370, -4.380], [1.497, 5.594, -5.038], [2.574, 4.459, -3.626], [0.888, 3.853, -4.059], [2.163, 3.738, -5.187], [1.103, 6.162, -4.372], [-1.107, -7.273, 3.467], [-0.204, -6.062, 3.460], [-0.968, -4.937, 3.249], [-0.563, -8.203, 3.630], [-1.664, -7.335, 2.532], [-1.855, -7.335, 4.257], [0.470, -6.017, 2.605], [0.271, -6.001, 4.439], [-0.352, -4.224, 3.432], [5.910, -1.347, -5.975], [7.409, -1.784, -6.262], [7.615, -2.918, -5.586], [5.969, -0.732, -5.077], [5.152, -2.129, -5.927], [5.634, -0.678, -6.791], [8.182, -1.021, -6.175], [7.538, -2.070, -7.306], [8.366, -3.400, -5.940], [-2.575, -6.608, -2.554], [-3.985, -6.468, -2.033], [-4.350, -5.126, -2.282], [-2.515, -6.597, -3.642], [-2.082, -7.452, -2.071], [-1.999, -5.725, -2.275], [-4.016, -6.711, -0.971], [-4.770, -7.138, -2.383], [-3.739, -4.517, -1.862], [3.541, -2.947, 7.110], [2.161, -2.288, 6.805], [2.103, -1.789, 5.439], [4.382, -2.364, 6.735], [3.583, -3.931, 6.641], [3.669, -3.077, 8.184], [1.978, -1.461, 7.491], [1.339, -2.978, 6.994], [2.443, -0.894, 5.509], [-8.878, -0.618, -4.458], [-9.162, -0.116, -5.945], [-9.004, -1.332, -6.722], [-7.895, -1.083, -4.389], [-9.638, -1.302, -4.080], [-8.988, 0.295, -3.873], [-8.521, 0.683, -6.319], [-10.173, 0.290, -5.998], [-8.124, -1.611, -6.460], [4.851, 7.651, -0.616], [4.846, 8.448, 0.693], [5.647, 7.682, 1.603], [4.353, 6.689, -0.492], [5.845, 7.642, -1.063], [4.248, 8.183, -1.352], [3.844, 8.395, 1.118], [5.238, 9.463, 0.631], [5.878, 8.156, 2.405], [1.599, 4.140, 6.704], [2.753, 4.298, 5.744], [2.987, 2.971, 5.302], [0.820, 3.424, 6.441], [1.107, 5.049, 7.052], [1.945, 3.844, 7.694], [3.591, 4.743, 6.279], [2.449, 4.912, 4.896], [3.773, 3.060, 4.757], [-2.033, 0.263, -1.751], [-1.245, -0.793, -0.958], [-0.093, -0.190, -0.166], [0.918, 0.212, -1.054], [2.004, 0.860, -0.340], [-2.167, -1.360, -0.028], [-2.585, -0.286, -2.514], [-1.436, 1.081, -2.155], [-2.783, 0.643, -1.058], [-0.822, -1.606, -1.548], [0.270, -0.915, 0.562], [-0.514, 0.633, 0.412], [1.785, 1.806, 0.155], [2.755, 1.037, -1.110], [2.558, 0.219, 0.346], [-2.460, -0.680, 0.658], [-1.703, -2.096, 0.485], [8.920, 3.201, 5.065], [8.578, 4.396, 4.146], [9.926, 5.036, 3.583], [10.538, 5.671, 4.654], [11.807, 6.260, 4.358], [7.676, 3.944, 3.149], [9.620, 3.605, 5.796], [9.484, 2.462, 4.497], [8.086, 2.611, 5.445], [8.117, 5.210, 4.706], [9.735, 5.724, 2.760], [10.558, 4.246, 3.176], [12.599, 5.551, 4.117], [12.209, 6.773, 5.232], [11.708, 7.010, 3.574], [7.407, 4.766, 2.626], [8.160, 3.360, 2.482], [-8.978, 2.542, 5.845], [-9.520, 1.120, 5.603], [-9.762, 0.781, 4.104], [-8.530, 0.865, 3.421], [-8.675, 0.346, 2.073], [-8.546, 0.178, 6.105], [-8.486, 2.712, 6.803], [-9.752, 3.309, 5.846], [-8.271, 2.863, 5.080], [-10.481, 0.972, 6.096], [-10.462, 1.498, 3.677], [-10.217, -0.204, 3.998], [-9.332, 0.935, 1.434], [-8.970, -0.699, 1.977], [-7.697, 0.472, 1.609], [-8.860, -0.748, 5.855], [-7.731, 0.261, 5.514], [-7.319, 5.697, -0.271], [-6.973, 7.010, -0.996], [-7.629, 7.053, -2.412], [-7.441, 5.923, -3.304], [-6.119, 5.565, -3.574], [-7.359, 8.192, -0.255], [-8.373, 5.431, -0.357], [-7.076, 5.743, 0.791], [-6.871, 4.813, -0.724], [-5.888, 7.025, -1.106], [-7.382, 7.940, -2.996], [-8.710, 7.170, -2.343], [-5.959, 5.009, -4.498], [-5.716, 5.004, -2.730], [-5.548, 6.480, -3.731], [-7.516, 8.939, -0.917], [-8.287, 8.037, 0.114], [-2.695, 5.599, -10.664], [-2.099, 5.208, -9.299], [-2.214, 3.677, -9.021], [-3.538, 3.203, -9.099], [-3.788, 1.792, -8.801], [-0.810, 5.690, -9.157], [-2.658, 6.658, -10.920], [-3.772, 5.435, -10.681], [-2.197, 5.103, -11.497], [-2.693, 5.738, -8.554], [-1.749, 3.456, -8.061], [-1.621, 3.151, -9.769], [-3.112, 1.132, -9.345], [-4.840, 1.553, -8.957], [-3.613, 1.643, -7.736], [-0.471, 5.523, -8.220], [-0.831, 6.699, -9.191], [8.540, -8.876, 4.070], [8.254, -7.932, 2.940], [7.498, -6.608, 3.366], [7.360, -5.679, 2.250], [6.671, -4.484, 2.635], [9.549, -7.608, 2.396], [8.976, -8.341, 4.914], [9.234, -9.665, 3.781], [7.622, -9.315, 4.459], [7.648, -8.353, 2.137], [7.997, -6.194, 4.242], [6.459, -6.808, 3.627], [6.676, -3.778, 1.805], [7.178, -4.029, 3.486], [5.654, -4.694, 2.967], [10.054, -7.229, 3.184], [9.263, -6.744, 1.958], [3.462, -10.111, 0.769], [2.789, -9.327, -0.382], [3.553, -8.018, -0.706], [2.768, -7.221, -1.599], [3.193, -5.894, -1.738], [2.690, -10.210, -1.494], [4.527, -10.303, 0.634], [2.970, -11.070, 0.928], [3.347, -9.646, 1.748], [1.812, -8.965, -0.062], [4.544, -8.207, -1.118], [3.599, -7.486, 0.245], [2.521, -5.419, -2.452], [4.222, -5.804, -2.086], [3.159, -5.364, -0.786], [2.437, -9.611, -2.266], [3.604, -10.530, -1.780]],
  "forces_ev_per_a": [[0.399, -0.637, -0.439], [-0.039, 0.551, 0.076], [0.022, -0.194, 0.143], [-0.178, 0.060, -0.198], [-0.205, 0.049, 0.413], [-0.001, 0.154, -0.002], [0.443, 0.552, 1.117], [0.254, -0.427, -0.797], [-0.123, 0.172, 0.304], [-0.272, -0.339, -0.089], [-0.314, -0.040, -0.467], [0.012, 0.086, -0.059], [0.076, 0.212, 1.244], [0.014, -0.025, -2.461], [0.047, -0.053, -0.328], [-0.092, -0.178, 0.500], [-0.114, 0.051, 0.449], [0.019, -0.021, 0.585], [0.407, -0.733, 1.038], [0.158, 0.807, -0.916], [0.257, -0.030, -0.193], [-0.718, 0.015, 0.137], [-0.356, 0.109, 0.268], [0.247, -0.126, -0.339], [0.080, -0.561, -1.364], [-0.119, 0.201, 0.510], [-0.222, 0.029, 0.225], [-0.018, 0.184, 0.585], [0.317, -0.131, 0.146], [-0.065, 0.272, -0.109], [-0.200, -0.810, -0.307], [-0.106, -1.171, 0.182], [-1.227, 1.921, 0.299], [0.366, 0.015, -0.407], [0.110, -0.108, -0.118], [0.038, 0.800, 0.212], [0.801, -1.120, 0.313], [0.623, -0.054, -0.068], [-0.376, 0.565, -0.114], [2.084, 1.209, -0.632], [-2.201, 0.951, -2.661], [1.023, -2.844, 2.668], [-0.539, -0.220, 0.192], [0.572, -0.230, 0.153], [-0.191, 0.137, 0.029], [-0.236, 0.557, 0.900], [-0.559, 0.429, -0.750], [0.039, 0.009, 0.104], [0.255, -0.536, 0.036], [0.502, 0.633, 0.639], [-1.412, 0.264, -0.197], [-0.103, -0.511, 0.006], [0.182, -0.241, -0.505], [-0.056, 0.084, 0.367], [0.285, 0.326, 0.463], [0.240, 0.197, -0.933], [0.116, -0.176, 0.150], [-0.948, 0.043, -0.172], [1.006, 0.215, -0.220], [-0.151, -0.508, 1.059], [-0.168, 0.182, -0.026], [0.067, -0.007, -0.026], [-0.038, -0.031, 0.046], [0.124, 0.157, 0.045], [0.078, -0.172, -0.418], [0.012, 0.128, -0.319], [-0.675, 2.013, -1.226], [0.121, -2.244, 1.539], [-0.369, 1.181, -0.371], [0.029, 0.258, 0.177], [-0.008, -0.108, -0.494], [0.581, -0.118, 0.620], [0.428, -0.098, 0.301], [-0.157, -0.516, -0.269], [0.057, -0.366, -0.271], [-0.363, 1.379, -0.150], [0.053, -1.457, 0.489], [0.657, -0.422, 0.001], [0.568, -0.133, 0.115], [0.050, -0.585, 0.269], [-0.208, 0.165, -0.021], [-0.287, 0.692, -0.251], [-0.217, 0.043, -0.322], [-0.232, 0.289, -0.110], [-0.487, 0.549, 1.869], [-1.654, -0.331, 0.414], [0.954, 0.187, -0.286], [0.229, 0.080, -0.523], [-0.121, 0.511, -0.854], [0.472, -0.711, -0.080], [0.246, -0.022, -0.219], [0.200, 0.246, -0.079], [0.196, -0.544, -0.264], [0.125, -0.832, 0.088], [0.603, 0.953, 0.274], [-0.361, -0.056, -0.596], [1.071, 0.978, 1.440], [0.559, -0.566, -1.534], [-0.761, -1.209, 0.520], [0.000, 0.372, -0.278], [0.020, -0.216, -0.105], [0.031, 0.341, -0.057], [-0.153, 0.118, -0.438], [0.262, -0.272, 0.067], [0.119, 0.525, 0.129], [-0.584, -0.047, -0.050], [-0.101, 0.376, -0.126], [-0.587, -0.435, 0.391], [-0.149, 0.205, 0.087], [-0.122, -0.259, 0.202], [0.844, 0.664, -0.527], [1.704, -0.294, 0.661], [-1.220, -0.958, 0.365], [1.245, 0.651, 0.667], [-0.231, 0.166, 0.295], [-0.683, 0.444, -1.040], [-0.290, -0.444, 0.532], [0.228, 0.029, -0.328], [-0.206, 0.704, 0.334], [-0.169, -0.107, 0.187], [-0.309, 0.302, -0.133], [0.206, -0.346, -0.072], [-0.266, -0.449, -0.420], [-0.542, 0.016, 0.252], [0.022, -0.055, -0.268], [-0.465, 0.039, -0.411], [0.066, -0.344, -0.098], [-0.424, 0.611, -0.247], [0.360, 0.199, -0.910], [-0.144, 1.317, 0.714], [-0.549, -0.992, -1.469], [1.073, 0.854, 0.106], [0.256, -0.599, 0.498], [0.028, -0.692, 0.102], [-0.356, -0.142, -0.260], [0.098, -0.288, -0.136], [0.049, 0.056, 0.273], [-0.228, 0.203, -0.207], [0.112, -0.307, 0.143], [-0.449, 0.258, 0.369], [-0.050, -0.115, 0.590], [0.120, -0.231, 0.101], [-0.209, -0.443, 0.287], [0.412, 0.282, 0.025], [-0.475, 0.050, -0.196], [-0.025, -1.144, -1.190], [0.074, -0.763, -0.807], [-1.055, 0.071, 0.501], [0.680, 0.849, 0.381], [-0.442, 0.034, 0.232], [-0.361, 0.476, 0.111], [0.183, 0.018, -0.063], [0.552, 0.251, 0.011], [0.125, 0.107, -0.119], [0.805, 0.392, 0.214], [-0.179, -0.470, 0.450], [-0.780, -0.260, 0.054], [0.367, -0.086, -0.043], [0.472, 0.147, 0.208], [0.306, 0.420, -0.097], [-0.237, -0.107, 0.358], [-0.301, -0.016, -0.075], [-3.508, -0.498, -0.328], [0.492, 0.033, -0.577], [-1.111, -0.535, 0.021], [0.884, 1.527, 0.588], [3.108, 0.512, 0.188], [0.559, 0.301, 0.509], [0.064, -0.633, -0.035], [-0.086, -0.324, 0.068], [-0.923, -0.362, 0.251], [-0.054, 0.001, 0.420], [0.340, -0.035, -0.239], [-0.106, 0.016, -0.286], [0.170, 0.314, -0.475], [0.178, -0.123, 0.199], [0.252, -0.360, 0.204], [0.065, 0.177, -0.408], [-1.194, -0.327, 0.839], [-0.679, 0.822, 0.160], [-0.772, -0.720, -0.803], [0.607, -0.297, 0.749], [0.587, -0.541, 0.266], [-0.247, 1.263, -0.542], [0.204, 0.154, 0.010], [-0.136, 0.086, -0.179], [-0.014, -0.254, 0.039], [-0.010, -0.395, 0.061], [0.234, 0.516, -0.046], [-0.077, -0.460, 0.499], [-0.023, -0.265, -0.039], [0.143, 0.195, 0.076], [-0.233, -0.112, -0.188], [0.680, -0.145, 0.344], [0.904, 0.477, -1.256], [-0.504, 0.258, 0.553], [1.515, 0.550, 1.151], [-1.023, 0.115, 0.515], [0.041, -0.983, -0.010], [0.096, 0.138, 0.069], [-0.602, -0.053, -1.347], [0.044, 0.094, -0.316], [-0.041, -0.110, -0.475], [0.110, 0.500, -0.070], [-0.283, -0.375, -0.067], [0.215, -0.003, -0.003], [0.514, 0.277, 0.186], [0.088, 0.031, 0.068], [0.173, -0.161, -0.259], [-0.195, 0.130, 0.234], [-0.519, -0.106, -0.519], [0.372, -0.278, 0.312]],
  "lowdin_charge": [-0.1836, -0.1155, 0.0779, 0.0746, 0.0711, 0.0752, -0.1785, -0.1172, 0.0699, 0.0741, 0.0787, 0.0730, -0.1970, -0.1156, 0.0773, 0.0791, 0.0785, 0.0715, -0.1449, -0.1353, 0.0706, 0.0703, 0.0736, 0.0654, -0.1672, -0.1263, 0.0751, 0.0737, 0.0773, 0.0678, -0.0876, -0.3606, -0.0762, 0.0707, 0.0721, 0.0740, 0.1124, 0.1109, 0.0832, -0.0540, -0.3721, -0.0658, 0.0615, 0.0712, 0.0604, 0.1054, 0.0984, 0.0951, -0.0905, -0.3263, -0.0892, 0.0759, 0.0727, 0.0671, 0.0993, 0.1128, 0.0744, -0.0844, -0.2850, -0.0983, 0.0665, 0.0626, 0.0654, 0.1005, 0.1022, 0.0700, -0.0806, -0.2642, -0.1090, 0.0651, 0.0689, 0.0591, 0.0980, 0.1011, 0.0617, -0.0883, -0.3013, -0.1124, 0.0745, 0.0740, 0.0668, 0.1036, 0.1097, 0.0735, -0.1061, -0.3204, -0.0846, 0.0751, 0.0693, 0.0681, 0.1119, 0.1070, 0.0779, -0.0429, -0.4578, -0.2491, -0.1703, -0.0918, 0.0240, 0.0744, 0.0744, 0.0716, 0.1406, 0.1204, 0.1255, 0.0834, 0.0807, 0.0807, 0.0719, 0.0692, -0.0614, -0.4362, -0.2196, -0.1924, -0.0946, 0.0281, 0.0721, 0.0697, 0.0722, 0.1349, 0.1167, 0.1184, 0.0843, 0.0838, 0.0844, 0.0673, 0.0748, -0.0625, -0.4131, -0.2231, -0.2032, -0.0836, 0.0317, 0.0723, 0.0681, 0.0681, 0.1320, 0.1202, 0.1193, 0.0832, 0.0869, 0.0801, 0.0684, 0.0615, -0.0559, -0.4402, -0.1790, -0.1970, -0.1285, 0.0348, 0.0779, 0.0764, 0.0666, 0.1259, 0.1145, 0.1213, 0.0869, 0.0767, 0.0864, 0.0637, 0.0697, -0.0584, -0.4804, -0.2024, -0.2020, -0.0673, 0.0248, 0.0672, 0.0728, 0.0787, 0.1293, 0.1168, 0.1226, 0.0819, 0.0829, 0.0753, 0.0758, 0.0821, -0.0792, -0.4542, -0.1675, -0.2146, -0.1029, 0.0366, 0.0772, 0.0842, 0.0765, 0.1351, 0.1185, 0.1161, 0.0886, 0.0811, 0.0804, 0.0688, 0.0548, -0.0669, -0.4469, -0.1923, -0.2008, -0.1224, 0.0361, 0.0736, 0.0731, 0.0669, 0.1369, 0.1285, 0.1169, 0.0891, 0.0853, 0.0806, 0.0673, 0.0753],
  "total_charge": 0,
  "fmax_ev_per_a": 4.0,
  "e_homo_ev": -9.0
}